#i
# C9H10O

2 unconnected molecules or ions with the total composition C9H10O (the ωB97M-V functional and the def2-TZVPD basis, the OMol25 dataset).

Positions of all 20 atoms, in Å:
O: 0.4350 0.3224 -1.7585
C: 0.2280 0.9714 -0.5674
C: -0.2470 2.3956 1.7887
C: 1.5153 -2.9926 -1.2768
C: -0.6005 2.9387 0.5523
C: 0.3458 1.1350 1.8390
C: 0.5844 0.4211 0.6644
C: 0.3617 -2.8482 -0.9230
C: -1.0253 -2.6747 -0.4975
C: -0.3658 2.2327 -0.6250
H: -1.1032 -2.7603 0.5994
H: -1.0680 3.9308 0.5005
H: 1.0514 -0.5717 0.7058
H: -1.6664 -3.4458 -0.9570
H: 0.8578 -0.5500 -1.5681
H: -0.6383 2.6469 -1.6047
H: -0.4341 2.9561 2.7141
H: -1.3976 -1.6816 -0.8003
H: 0.6291 0.6951 2.8042
H: 2.5377 -3.1208 -1.5901

HOMO-LUMO gap = 9.434 eV
lowest unoccupied orbital energy = 0.907 eV

Here are the Mulliken charges for atoms 1 to 5, given in e: number 1, O, carries -0.56; number 2, C, carries 0.56; number 3, C, carries -0.51; number 4, C, carries 0.20; number 5, C, carries -0.33



#ii
# C9H10O

C9H10O in the gas phase (the ωB97M-V functional and the def2-TZVPD basis, the OMol25 dataset).

Positions of all 20 atoms, in Å:
O: 2.9273 -0.4630 -0.1296
C: 0.5542 0.2917 0.0655
C: 2.0291 0.6402 0.0634
C: -2.0353 -0.3299 -0.0577
C: -0.1337 -0.3456 -1.1500
C: -0.5662 1.3011 0.1993
C: -1.3313 0.3026 1.1679
C: -1.3122 0.6657 -0.9812
C: -0.8912 -1.3575 -0.2429
C: -0.1418 -0.7002 1.0068
H: 2.6640 -1.1187 0.5277
H: 2.1845 1.1141 1.0556
H: -0.4259 2.3870 0.2956
H: -3.0873 -0.5749 -0.1935
H: -1.8112 1.2521 -1.7533
H: 0.3369 -1.2420 1.8288
H: -1.8500 0.5688 2.0905
H: 2.2442 1.3875 -0.7022
H: 0.3514 -0.4471 -2.1013
H: -1.0551 -2.4323 -0.4386

HOMO-LUMO gap = 10.381 eV
lowest unoccupied orbital energy = 0.947 eV

Here are the Mulliken charges for atoms 1 to 5, given in e: number 1, O, carries -0.49; number 2, C, carries 0.44; number 3, C, carries -0.78; number 4, C, carries -0.67; number 5, C, carries -0.64



So which one is most stable? That would be #i, about 3.469 eV below the next structure.



#i
# C4H13N2O2

2 unconnected molecules or ions with the total composition C4H13N2O2 (the ωB97M-V functional and the def2-TZVPD basis, the OMol25 dataset).

Positions of all 21 atoms, in Å:
O: 2.2687 -1.0375 1.0493
O: -0.6864 0.4454 2.2625
N: -0.2372 -1.1299 -2.5727
N: -0.3269 -1.0373 0.1351
C: -0.3468 1.5096 0.1576
C: -0.4810 1.4679 1.6439
C: -0.1692 0.1808 -1.9963
C: -0.7611 0.2123 -0.5386
H: 0.8396 0.6089 -1.9984
H: -1.0958 -1.2777 -3.0664
H: -0.3947 2.4139 2.2123
H: 0.5375 -1.5365 -3.0745
H: 0.6031 -0.8397 0.5439
H: 2.9301 -0.5708 1.5752
H: -0.9286 2.3085 -0.2496
H: -0.2791 -1.7308 -0.6273
H: -0.9583 -1.3461 0.8647
H: -0.7843 0.9016 -2.5380
H: 2.7267 -1.8384 0.7630
H: 0.6426 1.7947 -0.1762
H: -1.8333 0.2185 -0.7227

charge = +1
HOMO-LUMO gap = 11.057 eV
lowest unoccupied orbital energy = -2.829 eV

Here are the Mulliken charges for atoms 1 to 5, given in e: number 1, O, carries -0.62; number 2, O, carries -0.47; number 3, N, carries -0.55; number 4, N, carries -0.14; number 5, C, carries -1.00



#ii
# C4H13N2O2

A gas-phase ion, C4H13N2O2 (charge +1) (the ωB97M-V functional and the def2-TZVPD basis, the OMol25 dataset).

Positions of all 21 atoms, in Å:
O: -1.1271 -0.6832 -1.5596
O: -1.0753 -1.6208 0.5633
N: -1.8916 0.6072 0.1485
N: 0.5600 1.4203 -0.8152
C: -1.0128 -0.4628 -0.1966
C: 0.6541 0.1199 0.0491
C: 0.7056 0.5244 1.5742
C: 1.6780 -0.8833 -0.3786
H: 2.7738 -0.5549 -0.0216
H: 0.3044 -0.3134 2.1653
H: 0.4112 1.1940 -1.7585
H: 0.0783 1.3336 1.5585
H: -2.0314 -1.9257 0.5058
H: 1.3264 2.0342 -0.7091
H: -0.3300 2.0126 -0.4369
H: -2.6962 0.3967 -0.5152
H: -1.1498 -1.6723 -1.6859
H: 1.6573 0.9002 1.6920
H: 1.4702 -1.9096 0.1177
H: 1.8593 -1.2148 -1.4189
H: -2.1643 0.6976 1.1216

charge = +1
HOMO-LUMO gap = 11.035 eV
lowest unoccupied orbital energy = -3.110 eV

Here are the Mulliken charges for atoms 1 to 5, given in e: number 1, O, carries -0.54; number 2, O, carries -0.52; number 3, N, carries -0.57; number 4, N, carries -0.29; number 5, C, carries 0.57



So which one is most stable? That would be #i, about 1.097 eV below the next structure.



#i
# C4H10NS

A gas-phase ion, C4H10NS (charge -1) (the ωB97M-V functional and the def2-TZVPD basis, the OMol25 dataset).

Positions of all 16 atoms, in Å:
S: 0.6161 -0.4096 -2.2931
N: -0.5855 -0.0135 1.7080
C: -0.3920 0.3813 -0.7573
C: -1.5637 -1.1606 1.7809
C: 1.1151 1.4829 0.8447
C: 0.3584 0.1164 0.6003
H: 1.1778 -0.7254 0.6676
H: -0.1712 0.1699 2.6525
H: -1.4044 -0.0995 -0.9151
H: -2.4666 -1.0307 1.1025
H: -1.0671 -2.1498 1.6550
H: 1.7936 1.1519 1.7641
H: -2.0677 -1.1373 2.8107
H: -0.6167 1.4361 -0.9693
H: 1.6782 2.0241 0.0349
H: 0.2781 2.0876 1.1190

charge = -1
HOMO-LUMO gap = 6.006 eV
lowest unoccupied orbital energy = 3.779 eV

Here are the Mulliken charges for atoms 1 to 5, given in e: number 1, S, carries -0.73; number 2, N, carries -0.40; number 3, C, carries -0.91; number 4, C, carries -0.87; number 5, C, carries -1.31



#ii
# C4H10NS

A gas-phase ion, C4H10NS (charge -1) (the ωB97M-V functional and the def2-TZVPD basis, the OMol25 dataset).

Positions of all 16 atoms, in Å:
S: -0.2660 1.2461 2.8919
N: -0.8551 -0.6293 -0.7401
C: -0.4674 -0.0273 1.6194
C: -0.5555 0.4953 0.1810
C: 0.2936 -1.4350 -1.1475
C: 0.6820 1.3080 -0.1926
H: 1.5906 0.8506 0.1954
H: -1.3087 -0.2918 -1.5779
H: 0.8206 1.4640 -1.2675
H: 1.0171 -0.9423 -1.8171
H: -0.0479 -2.3340 -1.6568
H: 0.4150 -0.6941 1.6382
H: 0.8329 -1.7732 -0.2611
H: -1.4182 1.1504 0.1016
H: -1.3440 -0.6636 1.7382
H: 0.6108 2.2762 0.2949

charge = -1
HOMO-LUMO gap = 5.985 eV
lowest unoccupied orbital energy = 3.787 eV

Here are the Mulliken charges for atoms 1 to 5, given in e: number 1, S, carries -0.65; number 2, N, carries -0.36; number 3, C, carries -0.84; number 4, C, carries 0.16; number 5, C, carries -0.87



So which one is most stable? That would be #ii, about 1.439 eV below the next structure.



#i
# C8H14N2O6

C8H14N2O6 in the gas phase (the ωB97M-V functional and the def2-TZVPD basis, the OMol25 dataset).

Positions of all 30 atoms, in Å:
O: -1.6860 2.1532 0.6227
O: -2.5484 1.2190 2.4171
O: 1.1682 1.7733 -2.1341
O: 0.5759 -0.2090 -2.9768
O: 2.2756 1.6069 0.2004
O: -1.1249 -3.0565 -0.3784
N: -0.3125 -0.5540 2.0066
N: 0.4379 -1.4118 -0.7158
C: 0.7828 -0.0208 -0.5372
C: 3.1893 -0.5838 -0.1928
C: -2.2542 -0.1670 0.5235
C: -0.6247 -1.9982 -0.0079
C: -1.3060 -1.2264 1.1463
C: -2.1514 1.1936 1.1281
C: 0.8280 0.4879 -2.0410
C: 2.0144 0.2079 0.2692
H: 3.0138 -1.6454 -0.2203
H: 4.0728 -0.4740 0.4618
H: 0.3565 -1.2301 2.2839
H: -3.3077 -0.4723 0.7484
H: -1.9230 -1.9320 1.7289
H: -0.0331 0.5504 -0.0954
H: -2.1027 -0.0064 -0.5313
H: 3.3179 -0.2627 -1.2658
H: 1.5933 2.0728 -1.2915
H: -2.6295 2.1720 2.5878
H: 3.2351 1.7515 0.4335
H: 0.4003 -1.6775 -1.6898
H: 1.7972 -0.0818 1.2711
H: -0.8213 -0.2593 2.8069

HOMO-LUMO gap = 10.249 eV
lowest unoccupied orbital energy = 0.393 eV

Here are the Mulliken charges for atoms 1 to 5, given in e: number 1, O, carries -0.54; number 2, O, carries -0.48; number 3, O, carries -0.55; number 4, O, carries -0.59; number 5, O, carries -0.61



#ii
# C8H14N2O6

C8H14N2O6 in the gas phase (the ωB97M-V functional and the def2-TZVPD basis, the OMol25 dataset).

Positions of all 30 atoms, in Å:
O: -1.2813 -2.1952 -0.3522
O: 3.2262 0.4877 1.1380
O: -1.7537 1.3006 -1.3092
O: -3.3857 -1.3476 0.1221
O: 2.4500 2.0054 -0.4438
O: 0.2924 -1.5543 1.8018
N: 1.6790 -2.8297 -0.8178
N: -0.0997 0.1224 0.2717
C: -2.1625 1.3417 -0.0116
C: -1.4851 0.0417 0.6642
C: 2.6201 0.7360 0.0198
C: 0.5920 -1.0588 0.7263
C: 2.3320 -0.4209 -0.8608
C: 1.9221 -1.6366 -0.0780
C: -2.0313 -1.4009 0.1884
C: -1.4199 2.4382 0.6769
H: -1.6055 2.1939 -1.6805
H: -3.6657 -2.2711 -0.1583
H: 1.7980 -0.1268 -1.7740
H: 3.3487 -0.6650 -1.3932
H: 0.7903 -2.5933 -1.2117
H: -0.1931 0.0837 -0.8648
H: -0.2990 2.3525 0.6963
H: 2.5584 -1.6115 0.7893
H: -3.2354 1.4770 0.0988
H: 1.4644 -3.6434 -0.2518
H: -1.9041 3.3198 -0.0043
H: -1.6620 0.2742 1.8320
H: 2.9830 2.5217 0.4447
H: -1.8725 2.6584 1.7415

HOMO-LUMO gap = 9.257 eV
lowest unoccupied orbital energy = 0.412 eV

Here are the Mulliken charges for atoms 1 to 5, given in e: number 1, O, carries -0.56; number 2, O, carries -0.66; number 3, O, carries -0.55; number 4, O, carries -0.45; number 5, O, carries -0.53



So which one is most stable? That would be #i, about 3.059 eV below the next structure.



#i
# C2H5PS

C2H5PS in the gas phase (the ωB97M-V functional and the def2-TZVPD basis, the OMol25 dataset).

Positions of all 9 atoms, in Å:
S: -1.7621 -0.6331 0.1616
P: 1.3767 -1.0748 0.0508
C: -0.1338 -0.2978 -0.6583
C: -0.7187 0.9077 -0.0311
H: 2.0320 0.0117 0.3608
H: 1.1408 -1.2901 1.4838
H: -1.2436 1.5556 -0.6222
H: -0.3379 -0.5069 -1.6696
H: -0.3533 1.3276 0.9242

HOMO-LUMO gap = 9.788 eV
lowest unoccupied orbital energy = 0.946 eV

Here are the Mulliken charges for atoms 1 to 5, given in e: number 1, S, carries -0.15; number 2, P, carries -0.07; number 3, C, carries -0.19; number 4, C, carries -0.66; number 5, H, carries 0.01



#ii
# C2H5PS

C2H5PS in the gas phase (the ωB97M-V functional and the def2-TZVPD basis, the OMol25 dataset).

Positions of all 9 atoms, in Å:
S: 0.9655 -0.3318 2.4105
P: -1.5259 0.2173 0.3892
C: 0.2068 0.5655 0.2104
C: 1.1381 -0.5881 0.6637
H: -2.0828 1.0541 -0.6333
H: 2.1787 -0.3108 0.3242
H: 0.7666 -1.5786 0.2872
H: 0.5120 1.5762 0.0297
H: -1.6067 -1.2202 -0.0733

HOMO-LUMO gap (spin up / spin down) = 7.414 / 6.614 eV
lowest unoccupied orbital energy (spin up / spin down) = -0.934 / -1.314 eV

Here are the Mulliken charges for atoms 1 to 5, given in e: number 1, S, carries -0.19; number 2, P, carries 0.00; number 3, C, carries -0.38; number 4, C, carries -0.48; number 5, H, carries 0.07



So which one is most stable? That would be #i, about 1.513 eV below the next structure.